Formula: C25H23ClN2PRu
Source: the OMol25 dataset
Level of theory: ωB97M-V/def2-TZVPD

Properties
HOMO (spin up / spin down), eV: -11.07 / -14.17
Total charge: +2
LUMO level (spin up / spin down), eV: -6.2 / -10.1
Max |F|, eV Å⁻¹: 4.4
Kohn-Sham gap (spin up / spin down), eV: 4.88 / 4.05
ΔE to the lowest compared entry with this formula, charge and spin, kcal/mol: 12.40
Multiplicity: 6

Atoms and positions in Å:
H -1.455 -4.502 6.017
C 3.564 1.092 -3.443
H 3.797 1.701 -4.312
C -2.525 -2.941 2.571
C -2.131 0.865 -1.895
C 2.340 1.259 -2.793
H -2.803 -2.506 1.621
C -0.428 0.199 -3.485
C -0.791 0.559 -2.181
C -1.272 -2.718 3.131
H 2.058 2.075 1.035
P 0.418 0.635 -0.809
H 2.732 -1.032 -0.312
H 0.859 -1.905 0.084
H 5.434 0.023 -3.487
C 4.178 -0.621 -1.857
C 0.735 -2.128 3.592
C 0.432 5.033 0.602
H -1.290 5.322 -0.663
C 4.482 0.150 -2.980
N 0.348 -2.900 4.631
H 0.606 -0.043 -3.713
H 1.628 1.992 -3.157
C 2.029 0.488 -1.665
H -1.102 -0.135 -5.500
H 1.711 -1.669 3.509
C 2.962 -0.448 -1.198
H 0.450 6.063 0.946
H -2.410 1.135 -0.880
Cl -0.007 0.842 2.536
C -0.574 3.294 -0.742
C -1.763 -4.076 5.070
H -3.471 0.420 -4.992
C -3.087 0.821 -2.907
C -3.419 -3.760 3.293
C -2.721 0.461 -4.207
H -3.732 -4.952 5.080
C 0.375 2.379 -0.274
C 1.379 4.122 1.075
H -4.122 1.062 -2.679
N -0.241 -1.996 2.660
H -0.833 -1.691 -0.139
H 2.131 4.439 1.792
H 0.910 -3.156 5.474
C -1.392 0.149 -4.492
C -0.545 4.617 -0.303
H -4.405 -3.961 2.896
Ru 0.011 -0.878 0.867
H -1.340 2.968 -1.441
H 4.892 -1.352 -1.487
C -3.040 -4.324 4.535
C 1.346 2.798 0.646
C -0.908 -3.266 4.333